A | 74
Properties=species:S:1:pos:R:3:mulliken_charge:R:1 method="wB97M-V/def2-TZVPD" homo_energy_ev=-3.97 charge=-1 gap_ev=6.21
K -0.740 0.106 -0.779 1.237
O 3.413 2.385 -0.276 -0.707
C 3.160 3.642 -0.669 0.214
C 4.143 4.613 -0.461 -0.691
C 3.919 5.923 -0.841 -0.262
C 2.712 6.292 -1.434 -0.728
C 1.739 5.329 -1.639 -0.226
C 1.941 4.002 -1.267 0.133
C 0.889 2.964 -1.467 0.512
O 1.146 1.773 -1.089 -0.437
N -0.230 3.363 -2.065 -0.912
N -1.219 2.437 -1.990 0.258
C -2.062 2.405 -2.944 -0.820
C -3.198 1.461 -2.933 0.914
C -4.039 1.386 -4.042 -0.818
C -5.073 0.467 -4.046 -0.276
C -5.248 -0.356 -2.945 -0.677
C -4.366 -0.214 -1.881 -0.068
N -3.372 0.669 -1.865 -0.178
H 2.575 1.880 -0.490 0.254
H 5.072 4.307 0.003 0.421
H 4.690 6.665 -0.674 0.365
H 2.536 7.318 -1.730 0.386
H 0.791 5.580 -2.096 0.459
H -1.938 3.050 -3.818 0.270
H -3.868 2.040 -4.888 0.370
H -5.734 0.391 -4.902 0.413
H -6.037 -1.094 -2.906 0.397
H -4.448 -0.843 -1.001 0.271
C 0.596 -2.875 -2.077 -0.119
C 1.398 -1.865 -2.598 -0.245
C 0.869 -0.958 -3.510 -0.331
C -0.461 -1.074 -3.904 -0.328
C -1.261 -2.085 -3.383 -0.365
C -0.734 -2.982 -2.461 -0.290
H 0.994 -3.549 -1.331 0.237
H 2.424 -1.765 -2.269 0.304
H 1.471 -0.135 -3.871 0.281
H -0.889 -0.345 -4.582 0.334
H -2.306 -2.147 -3.664 0.296
H -1.368 -3.730 -2.005 0.302
C 0.159 2.631 2.875 -0.532
C 1.418 2.156 2.523 -0.501
C 1.576 0.835 2.136 -0.507
C 0.488 -0.042 2.102 -0.284
C -0.770 0.445 2.450 0.103
C -0.931 1.775 2.836 -0.686
P 0.783 -1.745 1.453 0.543
C 1.844 -2.394 2.824 -0.306
C 2.760 -3.400 2.522 -0.347
C 3.558 -3.970 3.509 -0.568
C 3.456 -3.530 4.820 -0.429
C 2.550 -2.526 5.138 -0.664
C 1.750 -1.968 4.150 -0.058
C -0.813 -2.611 1.692 0.803
C -0.988 -3.600 2.667 -0.416
C -2.195 -4.283 2.744 -0.626
C -3.207 -3.956 1.848 -0.816
C -3.003 -2.956 0.898 -0.660
C -1.801 -2.232 0.747 -0.083
H 0.028 3.669 3.155 0.361
H 2.271 2.823 2.516 0.362
H 2.557 0.484 1.832 0.435
H -1.626 -0.217 2.386 0.331
H -1.917 2.142 3.091 0.400
H 2.848 -3.737 1.495 0.349
H 4.264 -4.751 3.252 0.387
H 4.080 -3.965 5.591 0.356
H 2.464 -2.179 6.161 0.384
H 1.042 -1.190 4.407 0.401
H -0.193 -3.849 3.363 0.263
H -2.341 -5.057 3.489 0.370
H -4.156 -4.484 1.891 0.355
H -3.837 -2.749 0.225 0.129

---

B | 74
Properties=species:S:1:pos:R:3:mulliken_charge:R:1 method="wB97M-V/def2-TZVPD" homo_energy_ev=-4.09 charge=-1 gap_ev=6.50
K -0.135 -0.037 0.276 1.009
O -0.113 4.839 0.746 -0.684
C -0.700 5.111 1.923 0.101
C -0.812 6.448 2.314 -0.653
C -1.407 6.776 3.516 -0.220
C -1.901 5.779 4.353 -0.807
C -1.792 4.455 3.966 -0.151
C -1.197 4.093 2.758 -0.040
C -1.085 2.659 2.337 0.555
O -0.532 2.416 1.217 -0.495
N -1.587 1.772 3.185 -0.787
N -1.501 0.503 2.695 0.395
C -1.878 -0.420 3.488 -0.972
C -1.844 -1.832 3.072 0.922
C -2.188 -2.827 3.988 -0.753
C -2.152 -4.153 3.595 -0.420
C -1.769 -4.456 2.299 -0.785
C -1.437 -3.405 1.452 0.112
N -1.475 -2.128 1.818 0.062
H -0.133 3.829 0.696 0.349
H -0.420 7.206 1.648 0.403
H -1.485 7.818 3.806 0.359
H -2.367 6.034 5.297 0.375
H -2.167 3.658 4.592 0.436
H -2.228 -0.184 4.495 0.261
H -2.478 -2.547 4.993 0.365
H -2.416 -4.939 4.293 0.394
H -1.719 -5.474 1.938 0.430
H -1.110 -3.593 0.434 0.156
C 0.190 0.565 -3.276 -0.301
C 1.527 0.633 -2.911 -0.045
C 1.988 1.706 -2.162 -0.277
C 1.112 2.712 -1.769 -0.491
C -0.226 2.643 -2.133 -0.446
C -0.684 1.572 -2.891 -0.495
H -0.172 -0.298 -3.818 0.332
H 2.197 -0.177 -3.166 0.294
H 3.027 1.740 -1.857 0.331
H 1.460 3.539 -1.162 0.430
H -0.911 3.415 -1.805 0.348
H -1.732 1.511 -3.159 0.360
C 1.671 -1.810 3.942 -0.492
C 2.239 -0.696 3.342 -0.567
C 2.611 -0.748 2.003 -0.592
C 2.418 -1.907 1.251 0.275
C 1.840 -3.016 1.866 0.104
C 1.476 -2.971 3.204 -0.801
P 2.922 -1.885 -0.519 0.335
C 4.495 -2.843 -0.427 -0.037
C 5.154 -3.074 -1.638 -0.225
C 6.352 -3.769 -1.685 -0.620
C 6.933 -4.234 -0.511 -0.427
C 6.298 -4.002 0.699 -0.701
C 5.088 -3.318 0.740 -0.357
C 1.729 -3.043 -1.272 0.345
C 2.037 -4.362 -1.613 -0.035
C 1.069 -5.156 -2.213 -0.599
C -0.190 -4.613 -2.449 -0.617
C -0.469 -3.301 -2.067 -0.914
C 0.465 -2.434 -1.465 -0.266
H 1.360 -1.767 4.979 0.373
H 2.370 0.220 3.905 0.404
H 3.036 0.128 1.524 0.313
H 1.660 -3.909 1.279 0.511
H 1.006 -3.833 3.663 0.421
H 4.712 -2.707 -2.558 0.339
H 6.837 -3.942 -2.638 0.373
H 7.874 -4.770 -0.541 0.358
H 6.742 -4.357 1.622 0.382
H 4.603 -3.154 1.694 0.316
H 3.023 -4.774 -1.414 0.365
H 1.295 -6.179 -2.491 0.390
H -0.956 -5.217 -2.928 0.342
H -1.481 -2.940 -2.259 0.347

---

Result of the stability comparison: A is the least stable of them.

---

A | 24
Properties=species:S:1:pos:R:3:nbo_charge:R:1 method="wB97M-V/def2-TZVPD" homo_energy_ev=-12.86 charge=+1 gap_ev=7.62
C 1.966 0.519 1.040 -0.400
C 1.808 1.719 1.348 0.187
C -0.695 0.607 0.766 -0.020
C -0.441 -1.386 -0.337 -0.228
C 0.760 -0.439 -0.624 -0.355
C 1.884 -0.606 0.290 0.312
C 0.179 0.969 -0.211 0.334
C -1.953 0.156 0.732 0.439
C 2.779 -1.697 0.153 -0.691
C 0.189 2.259 -0.937 -0.703
C -3.385 0.285 0.745 -0.720
N -0.969 -0.855 0.968 -0.385
H -1.113 -1.231 -1.161 0.214
H -0.164 -2.414 -0.218 0.240
H 1.061 -0.479 -1.602 0.265
H 2.591 -2.185 -0.789 0.252
H 2.247 -2.368 0.797 0.289
H 3.848 -1.563 0.496 0.291
H 1.245 2.634 -0.959 0.283
H -0.535 3.116 -0.747 0.280
H -0.136 1.962 -1.929 0.249
H -3.735 -0.581 1.363 0.288
H -3.803 0.244 -0.264 0.287
H -3.627 1.334 1.080 0.291

---

B | 24
Properties=species:S:1:pos:R:3:nbo_charge:R:1 method="wB97M-V/def2-TZVPD" homo_energy_ev="-11.99 / -11.90" charge=+1 gap_ev="5.81 / 5.73"
C 0.822 1.791 -0.723 0.149
C 1.373 0.642 -1.216 0.157
C -0.604 -0.881 -0.517 0.053
C -1.109 0.060 1.460 -0.233
C 0.273 0.669 1.088 -0.189
C 0.150 2.091 0.330 0.140
C 0.792 -0.235 -0.073 -0.078
C -0.610 -1.321 -1.764 0.417
C -0.658 3.110 0.815 -0.690
C 1.801 -1.181 0.550 -0.625
C -0.542 -2.563 -2.527 -0.764
N -1.562 -0.542 0.266 -0.466
H -0.843 -0.537 2.423 0.219
H -1.751 0.864 1.682 0.207
H 1.013 0.706 1.854 0.259
H -1.542 2.972 0.008 0.315
H -0.347 4.187 0.717 0.300
H -1.171 2.954 1.712 0.265
H 2.708 -0.644 0.559 0.243
H 2.005 -2.112 0.017 0.238
H 1.343 -1.596 1.352 0.234
H -1.532 -2.985 -2.535 0.318
H 0.190 -3.279 -1.984 0.257
H -0.202 -2.169 -3.495 0.274

---

C | 24
Properties=species:S:1:pos:R:3:nbo_charge:R:1 method="wB97M-V/def2-TZVPD" homo_energy_ev=-12.39 charge=+1 gap_ev=6.34
C -4.015 -0.133 0.112 -0.073
C -3.244 -1.319 0.084 -0.231
C -3.514 1.182 0.022 -0.229
C -1.852 -1.197 0.137 -0.084
C -2.149 1.266 -0.099 -0.056
C -1.346 0.114 0.002 -0.207
C 1.201 -0.224 -0.878 -0.301
C 1.081 1.198 -0.521 -0.107
C 1.749 2.356 -0.324 -0.221
C 2.388 -1.140 -0.365 -0.195
C -0.029 0.363 -0.297 0.363
N 2.574 -0.915 1.017 -0.897
H -5.058 -0.187 0.298 0.234
H -3.684 -2.365 0.400 0.261
H -4.273 2.086 0.005 0.268
H -1.216 -2.199 0.087 0.260
H -1.626 2.170 -0.238 0.228
H 1.133 -0.421 -1.964 0.259
H 2.739 2.337 -0.945 0.240
H 1.280 3.297 0.054 0.242
H 2.261 -2.209 -0.593 0.220
H 3.298 -0.844 -0.901 0.218
H 2.249 -1.658 1.752 0.402
H 3.396 -0.316 1.399 0.406

---

Result of the stability comparison: B is the least stable of them.

---

A | 11
Properties=species:S:1:pos:R:3:nbo_charge:R:1 method="wB97M-V/def2-TZVPD" homo_energy_ev=-8.80 smiles="[H]/N=C(/N)NN" gap_ev=9.45
H -1.656 -0.552 0.877 0.319
N -1.401 -0.307 -0.327 -0.783
C -0.142 -0.228 -0.487 0.537
N 0.521 -0.631 -1.711 -0.859
N 0.633 0.279 0.471 -0.438
N 0.166 0.811 1.522 -0.604
H 1.479 0.090 -2.008 0.397
H -0.071 -1.167 -2.265 0.412
H 1.505 0.528 0.166 0.361
H -0.974 1.192 1.466 0.349
H -0.060 -0.015 2.294 0.310

---

B | 11
Properties=species:S:1:pos:R:3:nbo_charge:R:1 method="wB97M-V/def2-TZVPD" homo_energy_ev="-7.70 / -7.65" gap_ev="8.55 / 8.57"
C -2.020 0.264 -0.064 -0.451
N 1.351 -0.356 -0.725 -0.109
N 2.442 -0.205 0.114 -0.677
N 0.196 -0.222 -0.130 -0.153
N -0.911 -0.359 -0.729 -0.258
H 0.471 0.724 0.345 0.334
H 3.197 -0.791 -0.218 0.384
H 2.257 -0.328 1.111 0.348
H -2.534 0.925 -0.767 0.207
H -1.716 0.853 0.815 0.169
H -2.733 -0.504 0.247 0.205

---

C | 11
Properties=species:S:1:pos:R:3:nbo_charge:R:1 method="wB97M-V/def2-TZVPD" homo_energy_ev=-8.90 smiles="[H]/N=C(/N)NN" gap_ev=9.85
H -1.571 -1.784 0.042 0.333
N -0.660 -1.813 0.522 -0.747
C -0.063 -0.725 0.227 0.553
N 1.042 -0.207 0.935 -0.853
N -0.316 0.097 -0.872 -0.500
N -0.277 1.491 -0.622 -0.686
H 1.762 0.109 0.315 0.393
H 1.171 -0.747 1.768 0.403
H -1.110 -0.174 -1.593 0.380
H 0.509 2.020 -1.056 0.359
H -0.485 1.733 0.333 0.367

---

Result of the stability comparison: B is the least stable of them.